DFT (the ωB97M-V functional and the def2-TZVPD basis) results for an isolated ion of composition C7H11N5 and charge +2.

Each line ends with the Mulliken charge.
Geometry (Å):
C  -2.82553  1.22991  -0.36044  -0.235
C  -2.61960  -0.58056  1.25721  0.049
C  -0.57838  0.57344  -0.25534  0.395
C  0.78263  -1.12503  0.04207  0.014
C  0.71776  1.05667  0.01442  0.025
C  -1.56693  -1.82365  -0.79975  -0.866
C  2.95328  0.14337  0.48157  -0.764
N  -1.63547  1.28267  -0.66082  -0.272
N  -3.35416  0.29064  0.73180  0.093
N  -0.48194  -0.81712  -0.27219  0.030
N  1.51044  -0.08175  0.32813  0.054
N  1.06313  2.32254  0.04949  -0.376
H  -3.55674  1.74169  -0.89648  0.465
H  1.11311  -2.24842  0.08188  0.394
H  -2.11352  -1.32697  -1.61112  0.372
H  -1.15339  -2.74530  -1.18995  0.449
H  -2.18594  -2.25489  0.05822  0.399
H  3.62148  -0.54558  1.03443  0.341
H  3.00436  1.16161  0.92960  0.219
H  3.39577  0.19384  -0.57641  0.378
H  -4.30009  0.33223  1.16928  0.331
H  0.43175  3.13776  0.23654  0.312
H  2.07827  2.44191  0.41505  0.194

Forces on atoms 1 to 6 (eV/Å):
C 0.44 -0.39 0.11
C -0.69 0.99 0.41
C 0.80 -0.38 0.50
C -1.38 -5.07 -0.28
C -2.02 -1.18 0.54
C 0.41 0.14 1.27

Summary:
Lowest unoccupied orbital energy (spin up / spin down) = -0.3627 / -0.3628 Eh
Spin multiplicity = 1
E = -546.303685 a.u.
Energy above the lowest of the compared OMol25 structures with the same formula, charge and spin = 5.131 eV
Frontier orbital gap (spin up / spin down) = 6.14 / 6.14 eV
E_HOMO (spin up / spin down) = -0.588 / -0.588 Ha
Total charge = +2